1.
{"formula": "C3H11NOS2", "method": "the ωB97M-V functional and the def2-TZVPD basis", "elements": ["N", "C", "C", "C", "S", "S", "H", "H", "H", "H", "H", "H", "H", "H", "H", "H", "H", "O"], "coordinates": [[0.663, -0.477, 2.201], [-0.321, -1.247, 1.403], [-1.342, -1.822, 2.419], [-0.811, -0.444, 0.211], [0.450, -0.117, -1.083], [-0.129, -1.456, -2.594], [1.378, -0.150, 1.553], [0.216, 0.415, 2.408], [0.204, -2.130, 1.026], [-2.098, -1.073, 2.658], [-0.708, -1.975, 3.287], [-1.823, -2.751, 2.128], [-1.049, 0.591, 0.491], [-1.705, -0.789, -0.307], [-0.579, -0.505, -3.447], [1.274, 4.860, 1.036], [1.772, 6.215, 0.720], [1.046, 5.778, 1.206]], "mulliken_charge": [-0.74, 0.64, -1.40, -0.92, -0.06, -0.22, 0.26, 0.27, 0.20, 0.30, 0.40, 0.35, 0.32, 0.44, 0.16, 0.31, 0.32, -0.63], "spin_multiplicity": 1, "orbital_gap_ev": 9.3, "total_charge": 0, "de_lowest_kj_mol": 37.6, "homo_energy_ev": -9.140, "mol_weight_da": 141.3, "max_force_ev_per_a": 1.2, "smiles": "C[C@H](N)CSS.O", "e_tot_ha": -1047.2530}


2.
{"formula": "H22O11", "method": "the ωB97M-V functional and the def2-TZVPD basis", "elements": ["O", "H", "H", "O", "H", "H", "O", "H", "H", "O", "H", "H", "O", "H", "H", "O", "H", "H", "O", "H", "H", "O", "H", "H", "O", "H", "H", "O", "H", "H", "O", "H", "H"], "coordinates": [[-2.363, 0.910, 2.938], [-1.419, 1.126, 3.006], [-2.447, 0.405, 2.120], [0.209, -1.867, 2.049], [0.120, -0.911, 2.143], [0.409, -2.037, 1.119], [-0.065, 4.071, 0.628], [0.348, 3.559, -0.073], [-0.151, 4.959, 0.269], [-2.989, -1.030, 0.597], [-2.154, -1.024, 0.121], [-2.941, -1.819, 1.147], [-0.059, -3.163, -0.750], [0.672, -2.743, -1.224], [-0.852, -2.814, -1.193], [1.508, -1.195, -2.189], [2.311, -1.053, -2.698], [1.716, -0.850, -1.297], [-1.967, -2.070, -2.425], [-1.973, -1.143, -2.683], [-2.659, -2.483, -2.949], [1.395, 2.226, -1.830], [0.974, 1.965, -2.658], [2.180, 2.716, -2.094], [-0.402, 0.592, -0.140], [-0.196, -0.299, -0.449], [0.210, 1.157, -0.629], [2.399, -0.385, 0.277], [2.483, 0.559, 0.090], [3.286, -0.669, 0.526], [0.444, 0.974, 2.793], [0.904, 1.150, 1.967], [1.074, 1.185, 3.490]], "mulliken_charge": [-0.67, 0.38, 0.35, -0.66, 0.40, 0.32, -0.59, 0.31, 0.28, -0.69, 0.32, 0.33, -0.65, 0.37, 0.32, -0.65, 0.27, 0.35, -0.57, 0.28, 0.27, -0.59, 0.27, 0.28, -0.37, 0.24, 0.17, -0.51, 0.28, 0.25, -0.63, 0.29, 0.26], "spin_multiplicity": 1, "orbital_gap_ev": 8.8, "total_charge": 0, "de_lowest_kj_mol": 140.5, "homo_energy_ev": -9.488, "mol_weight_da": 198.2, "max_force_ev_per_a": 0.5, "smiles": "O.O.O.O.O.O.O.O.O.O.O", "e_tot_ha": -840.8266}


3.
{"formula": "C4H9N2", "method": "the ωB97M-V functional and the def2-TZVPD basis", "elements": ["C", "C", "C", "C", "N", "N", "H", "H", "H", "H", "H", "H", "H", "H", "H"], "coordinates": [[-0.687, 0.481, 0.013], [0.709, 0.172, 0.871], [0.258, -1.180, -1.143], [-1.793, 1.428, 0.406], [-0.718, -0.237, -1.015], [1.365, -0.827, -0.025], [1.444, 1.033, 0.918], [0.563, -0.271, 1.752], [0.080, -2.183, -0.984], [0.984, -1.115, -2.015], [-1.530, 1.836, 1.370], [-2.809, 0.810, 0.220], [-1.764, 2.203, -0.235], [2.227, -0.377, -0.434], [1.670, -1.772, 0.302]], "mulliken_charge": [0.63, -0.60, -0.49, -0.99, -0.40, -0.27, 0.33, 0.38, 0.36, 0.35, 0.33, 0.30, 0.33, 0.39, 0.36], "spin_multiplicity": 1, "orbital_gap_ev": 11.5, "total_charge": 1, "de_lowest_kj_mol": 234.9, "homo_energy_ev": -15.148, "mol_weight_da": 85.1, "max_force_ev_per_a": 5.2, "smiles": "CC1=NC[NH2+]C1", "e_tot_ha": -267.0098}


4.
{"formula": "C4H6N2", "method": "the ωB97M-V functional and the def2-TZVPD basis", "elements": ["N", "C", "C", "C", "C", "N", "H", "H", "H", "H", "H", "H"], "coordinates": [[-2.988, -0.354, -0.991], [-1.985, 0.164, -0.743], [-0.839, 0.821, -0.117], [0.127, -0.195, 0.449], [1.269, -0.678, -0.352], [1.462, 0.317, 0.704], [-0.317, 1.514, -0.785], [-1.286, 1.408, 0.690], [-0.317, -0.891, 1.161], [1.402, -0.305, -1.365], [1.614, -1.697, -0.189], [1.859, -0.103, 1.538]], "mulliken_charge": [-0.42, 0.27, -0.49, -0.04, -0.42, -0.56, 0.31, 0.23, 0.39, 0.21, 0.27, 0.25], "spin_multiplicity": 1, "orbital_gap_ev": 11.1, "total_charge": 0, "de_lowest_kj_mol": 153.3, "homo_energy_ev": -10.255, "mol_weight_da": 82.1, "max_force_ev_per_a": 1.2, "smiles": "N#CC[C@H]1CN1", "e_tot_ha": -265.4772}


5.
{"formula": "C4H9NO", "method": "the ωB97M-V functional and the def2-TZVPD basis", "elements": ["C", "C", "O", "C", "C", "N", "H", "H", "H", "H", "H", "H", "H", "H", "H"], "coordinates": [[1.176, 0.000, -1.361], [0.124, -0.740, -0.546], [0.645, -2.037, -0.286], [-0.271, -0.020, 0.748], [-0.658, 1.407, 0.855], [-1.670, 0.358, 0.905], [1.623, -0.672, -2.102], [0.719, 0.840, -1.893], [1.978, 0.384, -0.723], [-0.798, -0.831, -1.141], [-0.007, -2.499, 0.254], [0.217, -0.344, 1.676], [-0.734, 2.075, 0.000], [-0.325, 1.893, 1.773], [-2.020, 0.187, 1.841]], "mulliken_charge": [-1.23, 0.27, -0.56, -0.09, -0.48, -0.62, 0.36, 0.35, 0.30, 0.19, 0.33, 0.42, 0.27, 0.26, 0.24], "spin_multiplicity": 1, "orbital_gap_ev": 10.8, "total_charge": 0, "de_lowest_kj_mol": 205.0, "homo_energy_ev": -9.792, "mol_weight_da": 87.1, "max_force_ev_per_a": 0.6, "smiles": "C[C@@H](O)[C@H]1CN1", "e_tot_ha": -287.7544}